Model i:
Below is a single C5H12N2 molecule, with properties calculated with ωB97M-V with the def2-TZVPD basis set.

Positions of all 19 atoms, in Å:
N 1.984 0.010 1.177
C 0.747 0.258 0.507
C 0.882 0.282 -1.223
C -0.540 0.564 -1.609
C -1.319 -0.197 -2.350
C -0.726 -0.258 0.851
N -0.971 -0.614 2.280
H 2.737 -0.176 0.571
H 1.831 -0.885 1.680
H 0.391 1.375 0.631
H 1.161 -0.724 -1.418
H 1.658 1.119 -1.397
H -0.987 1.578 -1.357
H -0.847 -0.797 -3.120
H -2.179 0.321 -2.767
H -0.882 -1.056 0.133
H -1.436 0.639 0.591
H -1.673 -1.251 2.450
H -1.129 0.196 2.747

Results
- spin multiplicity = 1
- charge = 0
- SMILES = C=CC[C@H](N)CN
- frontier orbital gap (Eh) = 0.355

---

Model ii:
Below is 2 unconnected molecules or ions with the total composition C5H12N2, with properties calculated with ωB97M-V with the def2-TZVPD basis set.

Positions of all 19 atoms, in Å:
C -1.978 -0.192 -0.836
C 1.956 1.242 0.797
C -2.310 -0.849 0.448
N -0.458 1.329 0.269
C 0.713 0.720 0.098
N 1.697 -1.454 -0.526
C 0.790 -0.428 -0.683
H -0.309 2.336 0.413
H 2.170 -1.824 -1.337
H 2.225 -1.513 0.328
H 0.142 -0.482 -1.545
H -2.428 0.763 -1.052
H -1.795 -0.811 -1.705
H 2.875 0.830 0.374
H 1.933 1.011 1.866
H 1.995 2.331 0.708
H -1.892 -1.854 0.520
H -3.399 -0.916 0.588
H -1.926 -0.238 1.273

Results
- spin multiplicity = 1
- charge = 0
- frontier orbital gap (alpha / beta) (Eh) = 0.290 / 0.255

---

Model iii:
Below is a single C5H12N2 molecule, with properties calculated with ωB97M-V with the def2-TZVPD basis set.

Positions of all 19 atoms, in Å:
C -1.466 0.797 0.432
C 1.367 1.175 -0.345
C 1.758 -1.312 -0.013
C -0.454 -0.297 0.531
C 0.801 -0.151 0.061
N -0.939 -1.504 1.057
N -1.607 1.155 -1.046
H -1.908 -1.692 0.841
H -0.358 -2.305 0.856
H -2.276 1.916 -1.187
H -1.961 0.340 -1.535
H -2.411 0.473 0.893
H -1.121 1.706 0.926
H 2.398 1.256 -0.016
H 0.803 2.007 0.065
H 1.347 1.267 -1.433
H 2.629 -1.051 -0.619
H 2.114 -1.593 0.990
H 1.283 -2.187 -0.458

Results
- spin multiplicity = 1
- charge = 0
- SMILES = CC(C)=C(N)CN
- frontier orbital gap (Eh) = 0.314

---

Model iv:
Below is a single C5H12N2 molecule, with properties calculated with ωB97M-V with the def2-TZVPD basis set.

Positions of all 19 atoms, in Å:
C 0.585 0.566 1.590
C 0.715 1.157 0.190
C -0.016 0.390 -0.943
C 0.644 -0.905 -1.461
C -0.812 -1.549 -1.379
H -1.495 0.160 1.705
H -0.968 1.731 2.449
H 1.011 -0.454 1.603
H 1.254 1.167 2.204
H 1.734 1.103 -0.152
H 0.487 2.241 0.297
H -0.385 1.076 -1.748
H 1.042 -0.970 -2.530
H 1.340 -1.323 -0.711
H -0.825 -2.515 -0.948
H -1.354 -1.466 -2.299
H -0.988 -0.740 0.402
N -0.723 0.739 2.208
N -1.245 -0.409 -0.478

Results
- spin multiplicity = 1
- charge = 0
- SMILES = NCC[C@H]1CCN1
- frontier orbital gap (Eh) = 0.366

---

Energy above the most stable structure, in hartree: model i 0.1074; model ii 0.1293; model iii 0.0000; model iv 0.0526

---

Model i:
Below is a single C17H26N4O4S molecule, with properties calculated with ωB97M-V with the def2-TZVPD basis set.

Positions of all 52 atoms, in Å:
C -0.107 1.765 -7.105
H -1.050 1.655 -6.573
C 0.987 0.942 -6.436
C 1.222 1.380 -4.992
H 1.542 2.424 -4.974
C 2.296 0.529 -4.318
N 2.769 1.097 -3.066
C 3.931 0.385 -2.573
H 3.767 -0.697 -2.467
H 4.214 0.786 -1.603
H 4.754 0.538 -3.271
C 1.755 1.302 -2.055
H 1.028 2.024 -2.439
C 1.008 0.047 -1.561
N 0.207 0.324 -0.383
S 1.068 0.564 1.043
O 2.336 -0.091 0.930
O 1.026 1.953 1.408
C 0.036 -0.346 2.180
C -0.796 0.350 3.029
C -1.627 -0.334 3.916
C -1.605 -1.745 3.921
C -0.748 -2.421 3.047
C 0.072 -1.726 2.180
H 0.745 -2.237 1.512
H -0.717 -3.496 3.047
N -2.428 -2.434 4.791
C -3.287 -1.806 5.662
O -4.007 -2.427 6.411
C -3.304 -0.294 5.658
O -4.036 0.313 6.408
N -2.463 0.345 4.782
C -2.473 1.795 4.791
H -3.183 2.104 5.556
H -2.792 2.183 3.823
H -1.484 2.182 5.035
C -2.416 -3.884 4.814
H -3.136 -4.196 5.570
H -1.427 -4.255 5.085
H -2.714 -4.286 3.846
H -0.762 1.424 2.985
H -0.414 1.108 -0.521
H 1.726 -0.716 -1.260
H 0.348 -0.359 -2.332
H 2.242 1.752 -1.185
H 3.165 0.485 -4.982
H 1.927 -0.505 -4.193
H 0.280 1.304 -4.445
H 0.707 -0.115 -6.451
H 1.915 1.046 -7.001
H 0.161 2.819 -7.111
H -0.255 1.443 -8.133

Results
- spin multiplicity = 1
- charge = 0
- SMILES = CCCCN(C)CCNS(=O)(=O)c1ccc2c(c1)n(C)c(=O)c(=O)n2C
- frontier orbital gap (Eh) = 0.311

---

Model ii:
Below is a single C17H26N4O4S molecule, with properties calculated with ωB97M-V with the def2-TZVPD basis set.

Positions of all 52 atoms, in Å:
C -4.528 3.087 -0.135
H -4.598 2.993 -1.244
O -3.630 1.937 0.270
C -2.408 2.173 -0.017
C -2.047 3.202 -0.832
C -0.495 3.410 -1.022
C 0.392 2.516 -0.399
C -0.189 1.286 0.091
C -1.536 1.232 0.363
C -2.066 0.102 1.279
N -1.061 -0.823 1.487
N -1.689 -1.833 2.126
C -1.249 -3.003 2.605
N 0.364 -3.176 2.310
H 0.520 -4.114 2.431
C 1.171 -2.202 1.573
C 0.688 -2.427 0.129
N 1.726 -1.639 -0.771
C 1.176 -1.528 -2.171
H 0.340 -0.707 -1.884
C 2.060 -0.593 -3.078
H 1.852 -0.289 -3.958
O 3.431 -1.324 -3.202
C 4.036 -1.529 -1.877
H 4.821 -2.348 -2.454
C 2.972 -2.543 -1.055
H 3.290 -2.620 -0.036
H 2.873 -3.510 -1.655
H 4.214 -0.593 -1.365
H 2.333 0.373 -2.429
H 0.884 -2.352 -2.749
H 0.691 -3.542 -0.371
H -0.154 -2.076 -0.143
H 0.893 -1.235 1.823
H 2.104 -2.585 1.708
S -1.661 -4.268 3.357
H -2.790 -1.968 2.456
H -2.925 0.239 1.707
H 0.522 0.549 0.590
O 1.929 2.530 -0.810
C 2.630 1.645 0.224
H 2.638 2.026 1.180
H 2.471 0.674 -0.171
H 3.522 2.032 -0.179
O -0.098 4.428 -1.985
C 1.156 4.512 -2.120
H 1.586 3.777 -2.644
H 1.068 5.456 -2.697
H 1.863 4.767 -1.445
H -2.338 4.133 -1.282
H -5.540 2.760 0.096
H -4.303 4.037 0.117

Results
- spin multiplicity = 1
- charge = 0
- SMILES = COc1cc(OC)c(OC)cc1/C=N/NC(=S)NCCN1CCOCC1
- frontier orbital gap (Eh) = 0.274

---

Energy above the most stable structure, in hartree: model i 0.0000; model ii 0.6241

---

Model i:
Below is a single C9H20OSi molecule, with properties calculated with ωB97M-V with the def2-TZVPD basis set.

Positions of all 31 atoms, in Å:
C 2.043 0.356 1.585
C 0.281 -2.775 0.061
C -3.241 -0.099 0.404
C -0.153 2.730 -0.149
C 2.957 0.060 -0.658
C -0.373 -1.700 -0.805
C -1.987 -0.106 1.285
C -0.371 1.371 -0.957
C 3.095 0.402 0.781
O 0.768 0.130 1.383
Si -0.400 -0.086 0.232
H 2.090 0.635 2.550
H -0.290 -2.682 0.910
H 0.263 -3.820 -0.471
H 1.341 -2.415 0.100
H -3.506 0.945 -0.120
H -3.288 -0.832 -0.498
H -4.219 -0.237 0.842
H -1.059 3.000 0.374
H 0.780 2.568 0.368
H -0.118 3.572 -0.960
H 1.970 -0.045 -1.043
H 3.511 -0.863 -0.845
H 3.580 0.825 -1.358
H -1.344 -1.898 -1.013
H 0.241 -1.707 -1.664
H -2.202 -1.187 1.771
H -1.950 0.683 2.043
H 0.457 1.458 -1.761
H -1.397 1.293 -1.552
H 4.117 0.704 0.983

Results
- spin multiplicity = 1
- charge = 0
- SMILES = C/C=C\O[Si](CC)(CC)CC
- frontier orbital gap (Eh) = 0.349

---

Model ii:
Below is 2 unconnected molecules or ions with the total composition C9H20OSi, with properties calculated with ωB97M-V with the def2-TZVPD basis set.

Positions of all 31 atoms, in Å:
C 0.399 -1.365 -1.820
C 0.166 -0.072 -1.107
C -2.538 -1.374 0.081
C -0.383 -2.027 1.240
C 0.693 2.354 0.494
C -1.684 2.363 -0.301
C -1.286 -0.869 0.806
C -0.636 1.597 0.512
C -0.528 0.167 0.000
O 3.111 0.196 0.401
Si 4.491 -0.360 0.177
H 1.340 -1.805 -1.485
H 0.482 -1.187 -2.892
H 0.678 0.759 -1.571
H -3.229 -0.552 -0.098
H -3.046 -2.121 0.690
H -2.297 -1.823 -0.879
H -0.201 -2.718 0.424
H 0.572 -1.639 1.583
H -0.847 -2.582 2.054
H 0.608 3.262 1.087
H 1.486 1.735 0.902
H 0.971 2.640 -0.517
H -2.664 1.901 -0.211
H -1.407 2.373 -1.354
H -1.755 3.391 0.049
H -1.634 -0.380 1.723
H -0.975 1.563 1.553
H 5.553 0.305 -0.565
H -0.396 -2.084 -1.652
H 4.956 -1.647 0.676

Results
- spin multiplicity = 1
- charge = 0
- SMILES = CC=C(C(C)C)C(C)C.O=[SiH2]
- frontier orbital gap (Eh) = 0.286

---

Energy above the most stable structure, in hartree: model i 0.0158; model ii 0.0000

---

Model i:
Below is a single C5H6N2O molecule, with properties calculated with ωB97M-V with the def2-TZVPD basis set.

Positions of all 14 atoms, in Å:
C -0.145 -0.269 -2.312
C -0.507 -0.948 -1.193
C -0.638 1.167 -0.834
C 1.416 0.169 1.856
C 0.220 -0.212 2.144
N -0.307 1.049 -2.101
N -0.837 -0.043 -0.254
O -1.117 -0.389 1.014
H 0.234 -0.644 -3.309
H -0.595 -1.987 -1.050
H -1.157 2.053 -0.476
H 2.121 0.354 2.557
H 1.599 0.275 0.818
H -0.287 -0.575 3.141

Results
- spin multiplicity = 1
- charge = 0
- SMILES = C=COn1ccnc1
- frontier orbital gap (Eh) = 0.355

---

Model ii:
Below is a single C5H6N2O molecule, with properties calculated with ωB97M-V with the def2-TZVPD basis set.

Positions of all 14 atoms, in Å:
C 0.339 -0.372 1.521
C 0.123 -0.457 0.008
C -0.316 1.342 -1.094
C 0.956 0.443 -0.778
C -0.013 -1.852 -0.522
H -0.746 -0.723 1.945
H 0.834 0.518 1.749
H 1.054 -1.197 1.700
H -1.255 0.640 0.528
H -0.610 1.748 -2.179
H -0.559 2.256 -0.219
N -1.229 0.217 -0.459
N -0.692 -2.834 -1.071
O 2.113 0.272 -1.130

Results
- spin multiplicity = 1
- charge = 0
- SMILES = C[C@@]1(C#N)NCC1=O
- frontier orbital gap (Eh) = 0.382

---

Model iii:
Below is a single C5H6N2O molecule, with properties calculated with ωB97M-V with the def2-TZVPD basis set.

Positions of all 14 atoms, in Å:
C -0.400 -0.509 -0.389
C 1.883 0.125 -0.158
C 3.198 -0.393 0.140
C -1.680 -1.136 -0.369
C -3.063 -1.259 0.158
H -1.473 2.401 0.679
H -2.378 1.100 -0.027
H 1.455 1.079 -0.527
H 3.532 -1.568 0.297
H 4.058 0.226 -0.066
H -4.007 -1.582 0.560
N -1.536 1.648 -0.186
N -0.418 0.774 0.022
O 0.829 -0.905 -0.132

Results
- spin multiplicity = 1
- charge = 0
- SMILES = C#C/C(=N\N)OC=C
- frontier orbital gap (Eh) = 0.289

---

Model iv:
Below is a single C5H6N2O molecule, with properties calculated with ωB97M-V with the def2-TZVPD basis set.

Positions of all 14 atoms, in Å:
C -0.417 1.149 -0.082
C 1.054 1.228 0.455
C 2.032 0.310 -0.149
C -1.128 -0.146 0.081
C -0.770 -1.234 -0.812
H 1.287 2.257 0.363
H 0.953 1.040 1.519
H -2.159 -0.020 0.380
H 0.031 -1.169 -1.512
H -1.583 -1.928 -1.002
H -0.846 -1.923 1.193
N 2.861 -0.398 -0.506
N -0.333 -1.281 0.617
O -0.981 2.116 -0.545

Results
- spin multiplicity = 1
- charge = 0
- SMILES = N#CCC(=O)[C@H]1CN1
- frontier orbital gap (Eh) = 0.394

---

Energy above the most stable structure, in hartree: model i 0.1024; model ii 0.1308; model iii 0.2800; model iv 0.0000